Formula: C30H69AsF6N2O8P
Source: the OMol25 dataset
Level of theory: ωB97M-V with the def2-TZVPD basis set

ORCA input file:
```
! wB97M-V def2-TZVPD RIJCOSX def2/J DEFGRID3
* xyz -1 1
C 1.771 -4.958 2.438
C 2.524 -4.800 1.071
C 1.690 -5.421 0.067
O 2.085 -5.167 -1.247
C 1.006 -4.728 -2.054
N 2.858 -3.369 0.765
H 2.959 -3.308 -0.247
H 2.004 -2.910 1.012
H 4.462 -2.585 1.602
H 0.692 -4.904 2.255
H 2.009 -4.155 3.145
H 1.947 -6.018 2.785
H 3.441 -5.396 1.020
H 0.651 -5.028 0.105
H 1.553 -6.514 0.140
H 0.153 -5.474 -1.951
H 1.334 -4.803 -3.072
H 0.716 -3.730 -1.812
C -1.180 -2.151 0.167
C -2.080 -2.226 1.406
C -1.651 -1.378 2.599
O -0.362 -1.585 3.028
C 0.409 -0.443 2.724
N -3.469 -1.980 1.047
H -3.764 -2.471 0.215
H -4.557 -2.537 2.016
H -3.649 -0.909 0.925
H -0.133 -2.222 0.493
H -1.465 -1.166 -0.224
H -1.358 -2.909 -0.612
H -2.102 -3.304 1.727
H -2.271 -1.448 3.521
H -1.726 -0.313 2.308
H 0.412 -0.265 1.621
H 1.458 -0.634 2.897
H 0.033 0.437 3.235
C -2.868 0.222 -3.981
C -1.932 0.245 -2.720
C -1.076 1.497 -2.436
C -0.770 1.629 -0.977
P 0.561 2.598 -0.316
C 0.920 4.026 -1.402
C -0.163 4.944 -1.971
C 0.383 6.237 -2.561
C -0.724 6.927 -3.378
C 0.017 3.069 1.375
C -0.823 4.343 1.623
C -2.301 4.508 1.220
C -3.271 3.622 2.006
C 2.082 1.720 -0.207
C 3.429 2.502 -0.303
C 4.583 1.626 -0.015
C 5.886 2.390 -0.347
H -2.591 0.524 -4.989
H -3.773 0.875 -3.774
H -3.134 -0.834 -4.138
H -1.273 -0.624 -2.787
H -2.559 0.085 -1.847
H -1.687 2.366 -2.643
H -0.181 1.555 -3.062
H -0.451 0.609 -0.602
H -1.749 2.022 -0.530
H 1.564 3.546 -2.141
H 1.559 4.716 -0.766
H -0.958 5.079 -1.226
H -0.693 4.417 -2.725
H 1.273 5.971 -3.118
H 0.663 6.923 -1.793
H -1.510 6.260 -3.570
H -0.332 7.350 -4.325
H -1.210 7.711 -2.856
H 0.884 3.174 1.965
H -0.486 2.156 1.774
H -0.251 5.173 1.176
H -0.744 4.461 2.675
H -2.440 4.177 0.164
H -2.571 5.528 1.360
H -3.162 2.586 1.735
H -4.352 3.833 1.681
H -3.235 3.684 3.129
H 2.052 0.975 -0.967
H 2.024 1.181 0.726
H 3.446 3.351 0.355
H 3.566 2.798 -1.320
H 4.675 0.694 -0.594
H 4.661 1.300 1.008
H 6.046 2.339 -1.450
H 6.735 2.004 0.249
H 5.863 3.449 0.000
As 2.616 -0.367 -3.873
F 2.632 -2.097 -4.134
F 4.168 -0.439 -3.000
F 2.348 1.444 -3.507
F 1.015 -0.232 -4.784
F 1.826 -0.699 -2.340
F 3.483 -0.081 -5.397
C 5.978 -4.426 2.131
C 6.290 -3.000 1.772
O 5.295 -2.169 1.614
O 7.452 -2.677 1.767
H 6.867 -4.785 2.690
H 5.809 -5.006 1.241
H 5.119 -4.488 2.825
C -5.639 0.931 0.265
C -4.231 1.347 -0.083
O -3.394 0.856 0.748
O -4.032 2.090 -1.006
H -6.077 1.752 0.872
H -5.699 0.094 0.981
H -6.359 0.699 -0.502
C -6.383 -4.757 3.828
C -5.161 -4.234 3.002
O -4.190 -4.932 2.769
O -5.340 -2.987 2.545
H -7.266 -4.089 3.643
H -6.386 -4.752 4.941
H -6.751 -5.745 3.492
*
```

Properties
Kohn-Sham gap: 8.59 eV

Atomic partial charges in e from the Mulliken method, atoms 1 to 4: -1.392 0.868 -0.777 -0.393